1.
DFT (wB97M-V/def2-TZVPD) results for C29H34N5O3SW as an isolated structure at a distorted geometry.

Each line ends with the Mulliken charge.
Element x y z (Å)
H: 5.746 -2.085 -3.173  0.459
O: 1.320 -0.200 -1.250  1.186
H: 0.677 -0.418 5.752  0.523
H: 2.530 -3.646 -0.121  0.499
H: -1.429 -4.282 1.381  0.594
H: -3.114 1.828 -4.609  0.338
C: 2.774 -0.371 5.308  -0.896
H: -3.118 3.508 -4.045  0.310
C: 4.380 -0.428 -3.176  -0.699
C: 2.113 -2.676 -0.393  -0.037
N: -1.553 -1.450 -0.626  -0.390
C: -3.241 -1.002 1.192  -0.979
N: -0.494 1.496 -2.341  -0.593
H: -2.158 -2.169 -2.523  0.496
C: -1.138 2.754 -4.549  -0.484
C: 2.025 -0.321 2.648  0.055
H: -4.257 -0.618 1.307  0.632
H: -1.734 -0.452 -2.498  0.275
C: 3.735 -0.332 4.293  -0.647
O: 1.627 -0.314 1.359  1.016
C: -2.903 -0.898 -0.280  -0.836
H: 0.877 -3.130 2.094  0.140
C: -1.051 -3.293 1.119  -0.125
H: 0.757 5.053 0.917  0.497
H: 4.963 0.149 -3.881  0.494
H: 2.823 1.067 -2.992  0.549
C: -0.339 -0.377 3.287  0.199
C: -1.380 5.195 0.712  -0.273
H: -0.964 -3.444 -1.001  0.792
H: -3.527 4.984 0.449  0.494
H: 0.803 -4.320 0.799  0.826
C: 4.084 -2.431 -1.866  -1.062
C: -1.568 -2.928 -0.257  -1.283
C: 2.901 -1.915 -1.346  0.766
C: 0.462 -3.330 1.103  -1.387
C: -0.175 4.535 0.739  -0.855
C: -2.382 -0.222 2.176  -0.825
C: 1.045 -0.372 3.630  0.847
H: -2.950 0.123 -0.637  0.320
C: -2.570 4.485 0.483  -0.908
C: 3.192 0.098 -2.685  -0.738
H: -3.368 2.498 0.144  0.552
H: -3.300 -2.047 1.492  0.235
N: 0.997 -2.339 0.141  -0.022
C: 2.487 -0.661 -1.775  0.401
N: -0.890 -0.387 2.109  -0.361
H: -2.877 3.147 -5.754  0.374
S: 1.249 2.169 0.525  -0.352
H: -1.413 -2.616 1.878  -0.020
H: -2.596 -3.265 -0.383  0.432
N: -1.303 2.520 0.344  0.116
H: 4.418 -3.416 -1.562  0.517
H: -1.014 -0.351 4.141  0.458
C: 4.824 -1.686 -2.774  -0.819
H: -0.711 3.757 -4.531  0.326
H: -0.664 2.224 -5.377  0.317
H: -2.702 -0.508 3.178  0.752
C: -2.513 3.135 0.308  -0.298
W: 0.208 -0.100 0.170  0.678
C: -1.461 -1.430 -2.125  -1.302
H: 3.081 -0.386 6.344  0.466
H: -0.454 -1.682 -2.444  0.344
C: -2.660 2.809 -4.744  -1.130
C: -0.765 2.059 -3.307  0.413
H: -3.644 -1.472 -0.841  0.786
H: 4.108 -0.254 2.164  0.569
C: -0.143 3.152 0.540  0.751
C: 3.371 -0.301 2.955  -0.989
H: -1.412 6.265 0.871  0.457
C: 1.436 -0.391 4.978  -1.128
H: -2.588 0.841 2.079  0.356
O: -1.278 1.187 0.207  0.337
H: 4.786 -0.322 4.553  0.492

The spin multiplicity is 1. The value obtained for the largest force on an atom is 1.7 eV Å⁻¹. For the electronic energy, the calculation gives -2089.33119 Ha. The LUMO energy comes out at -10.504 eV. The value obtained for the molecular weight is 716.530 u. Its net charge is +3. The energy relative to the best compared isomer or geometry (same formula, charge and spin) comes out at 106.6 kJ/mol.

2.
DFT (wB97M-V/def2-TZVPD) results for C20H15ClNO8S7V as an isolated structure.

Each line ends with the Mulliken spin population.
Element x y z (Å)
C: 4.030 -0.663 -1.369  -0.001
C: 1.213 2.213 -2.502  0.000
H: -1.114 -0.732 -1.977  -0.004
H: -2.277 1.882 2.770  0.002
C: -2.087 -0.529 -1.555  0.011
H: -3.440 4.243 3.106  0.000
H: 2.873 -0.621 -3.156  0.000
S: 0.173 -0.740 6.402  0.021
H: 0.851 -1.601 -2.079  0.001
C: -1.247 1.188 0.204  0.020
S: -2.175 3.847 -0.237  -0.001
H: -0.960 1.778 -2.656  0.000
O: 5.336 1.510 -1.851  0.000
H: -3.318 -1.965 -2.705  0.000
H: 3.222 2.322 -1.611  0.000
V: -0.661 -1.240 1.971  2.119
C: -1.895 2.462 0.745  -0.007
N: 0.612 -2.318 0.484  0.011
O: 6.608 -0.542 -1.491  0.000
C: 4.056 -1.001 -0.025  0.002
C: -2.962 4.665 1.047  0.000
H: -3.331 5.669 0.905  0.000
C: -2.385 2.637 2.002  0.004
C: 2.151 2.192 -1.515  0.000
C: -0.154 -0.896 4.792  0.015
H: -5.387 -1.085 -1.346  0.000
S: 5.469 0.085 -2.146  0.000
C: -0.077 1.840 -2.033  -0.001
Cl: -2.244 -3.519 1.299  0.006
S: 1.071 -1.136 3.569  -0.061
O: -1.791 -4.095 0.064  0.001
S: -3.953 0.483 -0.153  -0.001
O: -0.787 0.490 1.324  -0.068
C: 1.748 -1.416 -1.499  -0.010
C: -3.280 -1.189 -1.953  0.001
C: -2.288 0.391 -0.571  0.011
H: 0.909 -3.080 1.091  0.017
H: 2.951 -1.794 1.642  0.001
S: 1.477 1.733 -0.013  0.002
C: -4.366 -0.750 -1.260  0.001
H: 4.972 -0.850 0.532  0.000
O: 5.329 -0.233 -3.561  0.000
C: -0.086 1.542 -0.702  -0.016
C: 2.932 -1.534 0.590  -0.008
H: 0.004 -2.745 -0.212  0.001
C: 2.871 -0.872 -2.103  0.001
S: -1.734 -0.811 4.084  -0.061
O: -2.565 -2.093 1.092  0.003
C: -3.002 3.908 2.176  0.000
O: -3.371 -4.214 1.807  -0.001
O: -1.142 -3.511 2.266  0.002
H: 1.443 2.437 -3.534  0.000
C: 1.777 -1.741 -0.151  -0.014

The spin multiplicity is 3. Its expectation value of S² is 2.02. The value obtained for the largest force on an atom is 0.7 eV Å⁻¹. For the electronic energy, the calculation gives -5619.30557 Ha. The LUMO energy (spin up / spin down) comes out at 3.751 / 3.751 eV. The value obtained for the molecular weight is 708.205 u. Its net charge is -2. The energy relative to the best compared isomer or geometry (same formula, charge and spin) comes out at 0.0 kJ/mol.

3.
DFT (wB97M-V/def2-TZVPD) results for C5H20AlN10O5 as an isolated structure at a distorted geometry.

Each line ends with the Mulliken charge.
Element x y z (Å)
N: 3.758 1.596 -0.907  -0.321
N: -1.951 -2.709 -0.825  -0.437
Al: 0.044 0.411 -0.967  0.821
O: 1.715 0.920 -0.189  -0.417
H: -2.339 -3.635 -0.714  0.167
H: 0.985 -1.546 1.258  0.253
H: 3.378 -0.293 1.349  0.236
O: 1.511 -0.802 -0.841  -0.482
H: -3.115 3.505 -2.355  0.178
H: 3.672 -1.817 -1.336  0.284
N: 3.236 -2.234 -0.526  -0.369
O: -0.316 -1.311 -0.355  -0.292
O: -1.130 1.875 -0.643  -0.656
H: -1.961 3.952 0.431  0.295
H: -2.148 -1.055 2.420  0.193
C: 2.080 -1.675 -0.208  0.756
H: -1.111 -4.173 0.470  0.185
C: 2.928 0.916 -0.184  0.807
C: -0.863 -2.359 -0.200  0.874
N: 3.765 0.337 0.662  -0.280
H: -3.002 4.412 -0.884  0.152
N: -2.733 1.764 1.286  -0.387
H: 3.510 2.400 -1.465  0.234
H: 0.377 -3.393 0.971  0.221
C: -1.874 2.746 -1.143  1.050
C: -2.090 0.589 1.240  0.844
H: 3.624 -3.043 -0.062  0.165
H: -2.373 -2.174 -1.571  0.167
H: -3.520 1.887 1.907  0.231
H: -2.659 1.854 -2.812  0.177
H: 4.739 1.508 -0.681  0.144
H: -3.055 0.350 2.935  0.215
H: -2.532 2.439 0.562  -0.012
N: -2.635 2.636 -2.172  -0.327
N: -2.377 3.739 -0.464  -0.535
N: -0.543 -3.343 0.558  -0.298
N: -2.466 -0.110 2.256  -0.325
H: 4.737 0.523 0.461  0.194
N: 1.738 -2.133 0.927  -0.638
O: -1.310 0.200 0.327  -0.323
H: 2.310 -2.751 1.485  0.257

The spin multiplicity is 1. The value obtained for the largest force on an atom is 7.7 eV Å⁻¹. For the electronic energy, the calculation gives -1367.70140 Ha. The LUMO energy comes out at -11.375 eV. The value obtained for the molecular weight is 327.262 u. Its net charge is +3. The energy relative to the best compared isomer or geometry (same formula, charge and spin) comes out at 329.2 kJ/mol.

The lowest molecular weight belongs to which entry? C5H20AlN10O5

What is the net charge in the second record? -2

Which value of largest force on an atom does entry 3 give? 7.7 eV Å⁻¹

Which value of largest force on an atom does entry 2 give? 0.7 eV Å⁻¹